This record from the Open Molecules 2025 dataset describes 8 unconnected molecules or ions with the total composition C36H86F8N9O12PS2 in a non-equilibrium geometry. The level of theory is the ωB97M-V functional and the def2-TZVPD basis.

Properties
- Frontier orbital gap: 7.81 eV
- HOMO level: -0.57880 hartree
- Spin multiplicity: 1
- Total charge: +4

Geometry as XYZ:
```
154
Properties=species:S:1:pos:R:3:lowdin_charge:R:1
H 1.47 23.42 26.29 0.1491
H 3.83 29.88 24.90 0.0555
H 10.43 24.22 25.41 0.1127
C 3.43 30.50 25.70 -0.0361
H 11.57 29.07 26.45 0.1080
H 10.33 20.56 21.74 0.1413
H 4.84 28.46 23.41 0.0620
O 7.28 25.79 21.61 -0.2964
H -1.04 26.46 18.93 0.0924
H 4.70 26.84 22.45 0.1062
H 12.15 32.45 24.30 0.1542
H 8.56 33.46 28.16 0.0854
C 5.83 21.37 27.67 -0.0549
C 7.38 31.98 25.06 0.0069
H 5.98 20.45 23.33 0.0930
H 12.71 30.91 25.63 0.1689
N 6.58 33.11 25.23 -0.0866
C 4.17 24.72 27.59 0.0175
H 12.60 26.89 27.10 0.0875
H 6.76 20.96 28.07 0.0665
N 5.63 31.37 26.26 -0.0487
C 10.68 33.35 25.65 -0.2153
S 8.41 25.87 20.71 0.5875
O 7.96 24.19 18.14 -0.2349
H -2.27 27.45 18.10 0.1029
F 8.73 22.33 19.48 -0.2114
C 9.68 23.55 23.47 -0.0740
O -0.89 28.41 19.39 -0.2219
H 7.95 19.80 22.28 0.1422
C 11.58 29.01 24.36 -0.1822
H 10.06 25.95 27.27 0.1081
H 4.88 25.49 27.82 0.1552
H 5.58 22.10 23.73 0.0811
H 0.46 28.93 21.39 0.1337
H 11.17 25.67 30.88 0.1202
H 2.55 29.17 19.35 0.1814
F 7.43 25.40 26.47 -0.1523
H 9.99 20.78 23.52 0.1188
C 3.25 22.72 27.31 0.0237
N 1.81 29.53 19.95 0.0630
H 7.88 22.00 29.92 0.0658
H 2.54 30.02 26.11 0.0890
H 5.09 20.79 28.22 0.0867
O 7.48 21.71 23.06 -0.2204
C 6.80 34.44 24.79 0.0230
H 6.91 29.83 25.76 0.1069
O 9.75 32.89 26.60 -0.2336
H 4.11 30.97 27.75 0.1337
C -1.73 27.30 19.03 -0.0354
H 9.35 21.62 30.62 0.1073
H 9.57 34.66 27.58 0.0971
H 5.65 21.62 22.01 0.0956
C 1.43 28.56 21.04 -0.0853
H 9.78 23.04 21.64 0.0905
H 2.42 29.20 22.85 0.1168
C 8.97 22.24 26.22 -0.1088
C 4.50 30.60 26.79 -0.1604
N 4.42 23.39 27.71 -0.0232
H 10.13 33.97 24.94 0.1308
H 1.40 30.74 18.50 0.1397
N 2.90 24.86 27.11 -0.0828
H 5.91 21.14 26.61 0.0832
H 10.02 29.85 26.04 0.1275
H 9.81 27.54 30.74 0.1666
H 8.18 32.05 24.33 0.1185
H 13.22 27.63 28.55 0.1003
H 9.47 28.20 23.30 0.0609
P 7.34 26.66 25.44 0.2108
H 4.92 29.69 27.22 0.1234
C 5.73 22.88 28.08 -0.1450
C 9.60 33.60 27.85 -0.0410
H 12.91 25.86 28.56 0.1027
C 8.56 22.37 30.69 -0.0646
H 12.67 28.98 24.38 0.1376
H 1.02 27.64 20.63 0.1325
C 10.44 23.33 24.77 -0.1862
H 8.47 25.41 29.30 0.1130
H 10.48 26.25 32.30 0.1428
C -0.26 29.17 18.44 -0.2298
H -2.37 27.01 19.86 0.0967
F 7.18 25.64 24.17 -0.1533
H 10.29 33.37 28.65 0.0957
C 10.39 25.98 28.31 -0.1975
H 3.39 21.66 27.20 0.1294
H 11.49 33.99 26.01 0.1421
H 9.22 22.67 27.20 0.0843
H 5.84 34.91 24.61 0.1169
C 9.12 26.27 29.11 -0.0713
H 5.79 28.07 22.04 0.0880
C 2.30 23.62 26.95 0.0162
H 8.49 21.27 26.41 0.0879
H 11.77 31.35 26.78 0.1700
C 0.68 30.20 19.11 -0.0191
F 5.70 26.79 25.53 -0.1821
H 8.43 26.82 31.05 0.1794
H 1.24 26.16 26.59 0.1078
O 3.78 28.41 21.59 -0.1836
H 2.63 26.06 25.54 0.1009
F 9.61 26.33 21.73 -0.2393
H 0.17 28.57 17.63 0.1403
C 9.72 29.21 22.95 -0.0727
H 9.94 24.46 22.93 0.1052
N 9.20 24.44 20.31 -0.2850
H 8.14 22.37 31.70 0.1031
H 2.37 30.27 20.37 0.1689
C 9.71 24.22 31.52 -0.1669
H -0.96 29.79 17.87 0.1412
H 10.55 23.55 31.73 0.1422
H 9.58 29.36 21.89 0.1137
O 6.89 23.39 20.28 -0.2916
C 8.24 20.85 22.23 -0.1821
H 8.09 21.16 21.19 0.1051
S 8.07 23.80 19.53 0.4490
C 4.79 27.93 22.46 -0.0856
O 11.24 27.06 28.59 -0.2049
N 9.32 26.66 30.58 0.0767
F 7.23 27.90 24.41 -0.1736
C 6.09 21.48 22.99 -0.0902
H 11.19 22.64 22.19 0.1797
H 8.60 23.53 23.52 0.1147
C 2.49 28.38 22.13 -0.2039
N 10.21 22.53 22.42 0.0927
C 5.57 32.71 26.03 -0.0033
C 9.73 21.06 22.50 -0.0334
H 0.07 30.81 19.77 0.1402
H 11.48 23.19 24.47 0.1331
H 9.05 24.19 32.39 0.1266
H 9.03 29.81 23.56 0.0642
H 10.88 25.02 28.50 0.1329
F 8.94 26.67 25.24 -0.1550
O 8.40 26.96 19.77 -0.2516
H 3.31 31.49 25.28 0.0838
C 10.21 25.70 31.40 -0.0336
O 9.07 23.66 30.38 -0.2256
N 11.72 31.02 25.82 0.0549
H 8.21 22.92 25.83 0.0757
C 2.33 26.10 26.59 0.0148
H 8.60 27.12 28.70 0.1164
C 6.77 30.90 25.68 0.0249
F 7.53 27.76 26.64 -0.1860
H 2.76 26.99 27.05 0.0926
H 6.47 23.46 27.52 0.0954
H 2.26 27.41 22.59 0.1307
C 11.03 29.66 25.70 -0.0303
H 4.90 33.43 26.46 0.1785
H 7.43 34.41 23.91 0.1142
H 6.08 23.00 29.10 0.1126
H 7.32 34.93 25.61 0.1101
O 11.06 29.58 23.19 -0.1662
C 12.57 26.84 28.19 -0.0848
C 11.28 32.18 24.89 -0.0390
H 10.39 31.71 24.48 0.1001
H 11.41 27.93 24.36 0.1243
O 10.12 22.13 25.43 -0.1584
```